Record 1
Molecular formula: C22H25BrNOPt
Method: DFT, wB97M-V/def2-TZVPD

As for the net charge: +1. The calculation puts the highest occupied orbital energy (spin up / spin down) at -9.94 / -11.54 eV. Its spin multiplicity is 5. The total energy comes out at -100032.09695 eV. Its expectation value of S² is 6.03.

Each line ends with the Mulliken charge.
Positions of all 51 atoms, in Å:
H 2.522 0.055 -0.463  0.45
C 3.473 2.313 -2.390  -0.62
H 0.256 -2.642 0.891  0.74
H -0.620 -2.467 -0.885  0.40
C 2.376 0.410 -3.424  -0.84
H -0.578 3.544 -2.042  0.52
H -2.393 0.812 0.317  0.79
H 2.179 3.711 -1.429  0.46
H 1.734 2.440 0.623  0.60
H -0.706 0.195 0.086  -0.86
C 1.041 2.097 -2.303  0.53
H -1.957 1.829 -2.862  0.30
C -1.692 -2.573 -0.694  -1.92
H 1.341 2.046 3.281  0.57
Pt 0.222 -0.129 1.496  1.39
H 4.526 0.703 -3.356  0.37
C -0.328 -2.153 1.684  -0.78
C -0.184 -2.301 3.138  -1.23
C 2.286 -0.742 1.611  -1.36
C -1.812 0.030 -0.184  -0.52
H -0.148 2.626 -0.581  0.07
C -2.292 -1.405 2.751  -0.11
H -2.225 -2.708 -1.640  0.46
H -4.230 -0.577 0.657  0.43
H 2.003 -0.497 3.843  0.53
C -1.439 0.307 -1.599  0.04
H -4.042 -1.103 -1.026  0.41
C 2.226 0.239 0.560  0.13
C -3.801 -1.354 0.014  -1.91
N -1.423 1.649 -2.010  -0.15
H -1.582 -1.855 4.817  0.50
C 2.220 2.783 -1.991  -0.23
H 0.680 -2.775 3.607  0.65
H 0.197 0.523 -3.474  0.46
H 2.568 -1.777 1.520  0.60
C -0.295 2.538 -1.682  -1.02
H -1.823 -3.519 -0.139  0.36
C -1.693 -1.569 1.492  -0.92
C 1.847 1.500 1.150  -0.05
C 1.974 -0.053 2.857  -0.17
H -4.247 -2.325 0.247  0.40
H -3.337 -1.132 2.888  0.49
H 2.428 -0.587 -3.876  0.40
H 4.383 2.885 -2.169  0.39
C -1.355 -1.835 3.750  -0.71
C 1.127 0.990 -3.154  -0.03
C 1.659 1.307 2.551  -1.49
Br -1.650 1.460 2.507  0.01
C 3.546 1.100 -3.083  -0.35
O -0.681 -0.622 -2.016  -0.48
C -2.280 -1.392 0.132  3.29

Forces on the atoms, in the same order (eV/Å):
H -0.267 0.144 -0.123
C -0.288 -0.028 -0.237
H -0.498 -0.029 0.831
H -0.538 -0.049 -0.098
C -0.007 0.439 -0.106
H 0.084 -0.458 0.222
H -0.223 -0.180 -0.333
H -0.089 -0.016 0.095
H 0.018 -0.257 0.065
H -0.750 0.260 -0.544
C 0.290 0.150 -0.322
H 0.643 0.103 0.333
C -0.274 -0.386 -0.198
H 0.140 -0.097 -0.256
Pt -0.376 0.649 0.722
H -0.322 0.007 0.105
C -2.027 -0.062 0.203
C -0.326 -0.428 -0.933
C 1.389 1.210 0.813
C -0.577 0.098 -1.260
H -0.352 -0.173 -0.621
C 0.554 -1.241 2.944
H 0.267 0.246 0.023
H -0.050 -0.198 -0.064
H -0.112 0.055 -0.098
C 4.176 -2.445 -0.135
H -0.076 -0.088 0.205
C 0.610 0.011 0.585
C -0.050 -0.210 0.196
N -1.252 0.188 -0.614
H 0.231 0.057 -0.371
C 0.259 -0.074 0.155
H -0.386 0.278 -0.009
H 0.725 0.067 -0.021
H 0.090 -0.001 -0.068
C 0.308 -0.030 -0.649
H -0.228 0.453 0.032
C 2.520 -1.953 -0.544
C 0.153 0.004 0.221
C 0.730 -0.621 -0.442
H 0.009 0.191 0.003
H 0.430 0.072 0.192
H -0.011 0.590 -0.134
H -0.469 -0.286 -0.072
C -1.977 0.341 -0.255
C 0.091 -0.184 0.500
C 0.978 0.245 -0.220
Br -0.543 1.007 0.625
C 0.003 -0.193 0.143
O -3.058 3.033 -0.512
C 0.430 -0.209 0.028

Record 2
Molecular formula: H4O2
Method: DFT, wB97M-V/def2-TZVPD

As for the net charge: 0. As for the energy above the lowest of the compared OMol25 structures with the same formula, charge and spin: 3.5 kcal/mol. The calculation puts the highest occupied orbital energy at -10.64 eV. Its spin multiplicity is 1. The total energy comes out at -4159.78824 eV.

Each line ends with the natural charge from an NBO analysis.
Positions of all 6 atoms, in Å:
O -1.286 0.028 0.016  -0.96
H 0.506 -0.196 -0.072  0.50
H -1.965 0.681 -0.273  0.49
H 1.786 0.587 0.567  0.47
O 1.468 -0.063 -0.076  -0.98
H -1.781 -0.795 0.255  0.49

Forces on the atoms, in the same order (eV/Å):
O -1.592 -0.423 0.060
H 0.387 0.758 0.460
H 0.791 -0.818 0.309
H -0.812 -0.316 -0.187
O 0.709 -0.326 -0.311
H 0.517 1.126 -0.331

Record 3
Molecular formula: C2H3ClO2S
Method: DFT, wB97M-V/def2-TZVPD

As for the net charge: 0. As for the energy above the lowest of the compared OMol25 structures with the same formula, charge and spin: 60.5 kcal/mol. The calculation puts the highest occupied orbital energy (spin up / spin down) at -8.52 / -8.11 eV. Its spin multiplicity is 1. The total energy comes out at -29572.09014 eV.

Each line ends with the natural charge from an NBO analysis.
Positions of all 9 atoms, in Å:
H 0.856 -0.923 -1.793  0.22
C -0.946 0.064 0.604  0.90
C 0.044 -0.253 -1.526  -0.28
Cl 2.327 0.280 2.705  -0.17
H -0.919 -0.648 -1.842  0.21
H 0.213 0.738 -1.947  0.21
O 0.089 -0.132 -0.055  -0.48
O -2.113 0.178 0.614  -0.49
S 0.449 0.696 3.240  -0.11

Forces on the atoms, in the same order (eV/Å):
H -0.082 0.031 0.122
C -0.780 0.764 3.009
C -0.117 0.078 -0.346
Cl 0.266 -0.066 -0.125
H 0.043 -0.005 0.107
H -0.031 -0.090 0.126
O 1.146 -0.321 -1.196
O 0.378 -0.189 -0.798
S -0.824 -0.201 -0.899

Record 4
Molecular formula: C21H16FeN
Method: DFT, wB97M-V/def2-TZVPD

As for the net charge: +2. The calculation puts the highest occupied orbital energy (spin up / spin down) at -14.99 / -14.95 eV. Its spin multiplicity is 6. The total energy comes out at -57896.10877 eV. Its expectation value of S² is 8.76.

Each line ends with the natural charge from an NBO analysis.
Positions of all 39 atoms, in Å:
H -1.905 2.333 -4.477  0.24
C -1.936 2.179 -3.410  -0.13
C -2.692 2.832 -1.213  -0.13
Fe -0.499 -0.321 1.369  1.62
H 1.673 -3.029 -2.581  0.24
C 0.455 2.106 2.089  -0.24
H -2.118 1.548 0.413  0.17
C 1.605 -2.927 1.275  -0.29
C -0.691 2.004 2.885  -0.24
C -2.052 1.758 -0.653  -0.26
C 1.506 1.193 2.249  -0.26
C -0.504 0.152 -3.623  -0.05
H 2.896 -4.701 -1.301  0.26
C -0.804 0.975 3.823  -0.22
C 1.402 0.180 3.212  -0.18
H 2.838 -4.684 1.174  0.26
H 0.202 -0.660 4.789  0.27
C 2.313 -3.931 0.607  -0.14
C 0.152 -0.966 -1.588  0.21
C -1.249 1.078 -2.863  -0.12
C 0.916 -1.997 0.547  -0.14
C -2.624 3.055 -2.598  -0.18
H -3.257 3.517 -0.599  0.24
H 1.615 -2.922 2.355  0.24
H 2.440 1.349 1.728  0.27
C 0.903 -1.985 -0.855  -0.06
H -1.450 2.772 2.830  0.27
H -3.122 3.913 -3.024  0.25
H -0.478 0.247 -4.701  0.25
H 0.575 2.957 1.432  0.27
C 0.245 0.066 3.990  -0.27
H -1.657 0.937 4.486  0.27
C 2.331 -3.941 -0.778  -0.14
C 0.182 -0.855 -2.997  -0.24
C -1.280 0.879 -1.450  0.25
N -0.579 -0.110 -0.861  -0.63
H 2.249 -0.459 3.411  0.26
C 1.643 -2.993 -1.504  -0.17
H 0.756 -1.551 -3.587  0.25

Forces on the atoms, in the same order (eV/Å):
H -0.001 0.031 -0.131
C -0.327 0.409 0.284
C 0.103 -0.234 0.212
Fe 0.958 0.270 -0.985
H -0.051 -0.018 -0.090
C 0.086 -0.038 0.058
H -0.085 0.147 0.043
C 0.611 -0.018 0.550
C -0.004 -0.128 -0.167
C 0.187 -0.146 -0.181
C -0.083 0.013 0.236
C -0.081 0.059 0.233
H 0.082 0.029 -0.005
C -0.002 -0.083 -0.120
C -0.066 0.114 -0.131
H -0.034 -0.070 0.074
H -0.064 -0.159 -0.061
C -0.428 0.199 0.145
C -0.269 0.586 -0.389
C 0.171 -0.242 0.610
C -0.505 -0.172 -0.316
C 0.305 -0.350 -0.535
H -0.060 -0.002 0.086
H 0.068 0.060 0.168
H -0.054 -0.137 -0.185
C 0.471 0.000 -0.120
H -0.120 -0.062 -0.105
H -0.037 -0.003 -0.035
H 0.036 -0.007 -0.028
H -0.066 -0.102 -0.166
C 0.030 -0.061 -0.147
H -0.116 -0.063 -0.047
C 0.163 -0.178 -0.010
C -0.039 0.026 0.226
C -0.608 0.993 -0.555
N 0.435 -0.878 1.385
H 0.031 -0.142 -0.087
C -0.676 0.374 0.266
H 0.036 -0.017 0.020

Record 5
Molecular formula: C21H23BrNO5Pr
Method: DFT, wB97M-V/def2-TZVPD

As for the net charge: 0. The calculation puts the highest occupied orbital energy (spin up / spin down) at -8.38 / -8.40 eV. Its spin multiplicity is 3. The total energy comes out at -117993.05388 eV. Its expectation value of S² is 2.00.

Each line ends with the Mulliken charge.
Positions of all 52 atoms, in Å:
C -2.378 4.062 -2.173  0.42
H -0.002 8.172 -1.776  0.44
C 0.001 0.254 0.651  -0.19
H 1.311 -2.146 5.195  0.45
H -1.312 -2.146 5.195  0.45
C 0.000 -1.899 -0.377  -0.09
O -2.045 2.842 -2.399  -0.57
C -0.001 -2.422 0.907  0.66
C 1.258 -1.726 4.194  -1.63
C 0.000 -0.276 1.916  -1.16
H -0.002 -3.494 1.007  0.49
O -3.485 4.492 -1.943  -0.64
H 2.148 -2.023 3.643  0.38
Br 0.001 2.250 0.482  -0.22
C -0.001 -2.203 -2.927  -2.02
C -0.002 7.099 -1.902  -0.20
C -0.001 -3.755 3.501  -2.09
C 2.383 4.067 -2.172  0.41
H -0.001 0.392 2.757  0.35
H -0.886 -4.162 3.022  0.40
C -0.001 -2.226 3.472  1.96
C 1.204 6.410 -1.969  -0.63
H -0.002 -2.968 -3.702  0.53
H 0.889 -1.587 -3.061  0.33
C -1.164 5.035 -2.175  0.33
H 1.299 -4.324 -0.548  0.32
H 1.273 -4.455 -2.303  0.46
C -1.259 -1.726 4.194  -1.63
O 3.488 4.501 -1.943  -0.64
H 0.885 -4.162 3.022  0.40
H -1.300 -4.324 -0.547  0.31
C -1.261 -3.754 -1.471  -1.57
H -1.274 -4.455 -2.303  0.45
C -0.001 -1.657 2.065  -0.67
O 2.052 2.846 -2.395  -0.56
C 0.002 -0.486 -0.547  1.25
C -0.001 -2.877 -1.551  1.87
H 1.254 -0.644 4.276  0.33
H 0.000 -4.090 4.535  0.45
H -0.891 -1.586 -3.060  0.33
Pr 0.004 2.087 -2.304  1.23
H -1.255 -0.644 4.276  0.34
H -2.150 -2.023 3.644  0.38
H -2.153 -3.134 -1.526  0.39
H -2.160 6.896 -1.860  0.52
C -1.204 6.407 -1.970  -0.63
N 0.002 4.400 -2.313  -0.09
C 1.260 -3.754 -1.471  -1.65
O 0.005 0.112 -1.706  -1.01
H 2.152 -3.134 -1.527  0.39
C 1.165 5.037 -2.174  0.35
H 2.157 6.901 -1.860  0.52

Forces on the atoms, in the same order (eV/Å):
C -0.331 1.317 0.041
H -0.007 0.061 0.067
C 0.002 0.436 -0.297
H 0.022 -0.030 0.164
H -0.023 -0.031 0.164
C 0.000 0.724 -0.366
O -0.694 0.084 -0.146
C -0.003 0.103 0.306
C -0.176 -0.126 -0.047
C 0.001 0.241 -0.337
H 0.000 -0.180 0.015
O 0.059 0.140 -0.021
H 0.115 -0.023 -0.014
Br 0.009 -1.040 1.440
C 0.003 -0.019 -0.035
C 0.090 -0.228 -0.027
C -0.003 0.249 -0.033
C 0.327 1.341 0.076
H 0.000 0.083 0.231
H -0.118 -0.092 -0.112
C -0.002 -0.085 0.144
C 0.022 -0.299 -0.098
H -0.001 -0.189 -0.026
H -0.121 -0.058 -0.075
C -0.227 -0.186 0.044
H 0.022 -0.090 0.123
H 0.022 -0.093 -0.091
C 0.178 -0.126 -0.048
O -0.067 0.126 -0.029
H 0.121 -0.094 -0.114
H -0.022 -0.091 0.125
C 0.194 0.105 -0.007
H -0.022 -0.091 -0.089
C 0.000 0.032 -0.103
O 0.693 0.091 -0.129
C 0.003 -1.174 1.336
C 0.002 -0.122 -0.189
H 0.065 0.155 0.055
H 0.000 -0.048 0.126
H 0.119 -0.056 -0.075
Pr 0.061 -1.317 -2.997
H -0.065 0.156 0.055
H -0.116 -0.023 -0.014
H -0.104 0.037 -0.005
H -0.079 0.022 -0.007
C -0.160 -0.289 -0.093
N -0.120 2.006 0.430
C -0.197 0.107 -0.004
O -0.033 -1.365 0.647
H 0.112 0.036 -0.008
C 0.333 -0.125 0.049
H 0.113 0.039 -0.004

Q: Number 2 is which compound?
A: H4O2